1.
DFT (ωB97M-V/def2-TZVPD) results for 2 unconnected molecules or ions with the total composition C5H11NO2.

Output
Multiplicity: 1
Kohn-Sham gap, eV: 9.743
Energy relative to the best compared isomer or geometry (same formula, charge and spin), kJ/mol: 70.0
E_tot, hartree: -402.3515

CARTESIAN COORDINATES (ANGSTROEM)
C  0.29652  -1.52515  1.14023
C  -0.65662  -0.45175  1.57941
C  -0.32023  0.82917  1.70538
C  -1.27890  1.93474  2.06566
H  0.33348  -2.34155  1.86054
H  0.00397  -1.93114  0.17110
H  1.30378  -1.12132  1.03883
H  -1.71367  -0.69764  1.64057
H  0.70981  1.12565  1.52303
H  -2.22339  1.50862  2.40255
H  -1.51430  2.54705  1.18972
H  -0.87108  2.60813  2.81633
N  1.45292  0.06474  -2.28355
C  0.82426  -0.94175  -2.96520
O  1.24113  -2.06308  -3.04261
O  -0.32527  -0.58232  -3.58322
H  2.32753  -0.14925  -1.84475
H  0.89462  0.81936  -1.91369
H  -0.48454  0.36748  -3.50035

=====

2.
DFT (ωB97M-V/def2-TZVPD) results for a single C5H11NO2 molecule.

Output
Multiplicity: 1
Kohn-Sham gap, eV: 9.807
Energy relative to the best compared isomer or geometry (same formula, charge and spin), kJ/mol: 267.7
E_tot, hartree: -402.2762

CARTESIAN COORDINATES (ANGSTROEM)
C  -1.43979  1.35438  0.76666
C  -0.24121  0.48698  0.76134
O  0.15227  0.04146  2.02500
C  0.90567  0.84676  -0.11872
O  2.19371  0.88977  0.38999
C  0.23920  -0.46838  -0.41612
C  -0.40968  -0.64706  -1.81641
N  0.75383  -1.77659  0.09934
H  -1.35063  1.88765  1.77222
H  -2.22779  0.69422  0.94288
H  -1.52191  2.02557  -0.07167
H  -0.07907  -0.91057  2.14286
H  0.82234  1.60748  -0.85457
H  2.06459  0.66058  1.33930
H  0.09831  -1.50312  -2.38802
H  -0.43742  0.22377  -2.43531
H  -1.41561  -1.10732  -1.53108
H  0.14641  -2.45770  -0.29318
H  1.74676  -1.84787  -0.31450

=====

3.
DFT (ωB97M-V/def2-TZVPD) results for 2 unconnected molecules or ions with the total composition C5H11NO2.

Output
Multiplicity: 1
Kohn-Sham gap, eV: 4.801
Energy relative to the best compared isomer or geometry (same formula, charge and spin), kJ/mol: 668.8
E_tot, hartree: -402.1234

CARTESIAN COORDINATES (ANGSTROEM)
C  -1.15337  -0.73127  -0.76866
N  -2.16300  0.30954  -0.77301
C  -3.09919  0.22990  0.30445
O  1.77643  -1.52643  1.43023
O  -4.07908  0.88719  0.44918
C  0.03526  -0.40868  -0.00462
C  1.11881  0.46747  -0.73863
C  2.12238  0.96788  0.25758
H  2.30715  -2.10011  2.00089
H  -1.14621  -1.08647  -1.81711
H  -2.71516  0.03746  -1.58914
H  -2.64686  -0.32906  1.16833
H  -0.36126  0.27006  0.76575
H  0.56169  -1.22273  0.54797
H  0.64750  1.19484  -1.39800
H  1.60782  -0.26985  -1.39052
H  1.76531  1.79371  0.87325
H  2.40144  0.18251  0.94510
H  3.02036  1.33404  -0.26302

=====

4.
DFT (ωB97M-V/def2-TZVPD) results for 2 unconnected molecules or ions with the total composition C5H11NO3.

Output
Multiplicity: 1
Kohn-Sham gap, eV: 9.612
Energy relative to the best compared isomer or geometry (same formula, charge and spin), kJ/mol: 230.8
E_tot, hartree: -477.5376

CARTESIAN COORDINATES (ANGSTROEM)
C  2.34847  0.31783  0.15835
C  1.35370  0.86031  1.12088
O  1.41710  1.06583  2.30416
N  0.13309  1.29441  0.50072
C  -0.69989  0.23258  -0.34529
C  -2.27465  0.57923  -0.43555
C  -0.12990  0.11284  -1.74110
O  -0.42372  -0.81560  -2.46984
H  2.18415  -0.78244  0.07306
H  3.34559  0.64671  0.34605
H  2.11890  0.53264  -0.84693
H  -0.43016  1.97566  1.02762
H  -0.41837  -0.66489  0.24037
H  -2.73561  0.51792  0.58014
H  -2.22977  1.60657  -0.70934
H  -2.79393  -0.00186  -1.12302
H  0.71292  0.70335  -1.96486
O  -0.22658  -2.47787  1.06729
H  -0.76835  -2.88088  0.34840
H  -0.48298  -2.82235  1.86888

=====

5.
DFT (ωB97M-V/def2-TZVPD) results for a single C5H11NO3 molecule.

Output
Multiplicity: 1
Kohn-Sham gap, eV: 9.786
Energy relative to the best compared isomer or geometry (same formula, charge and spin), kJ/mol: 76.3
E_tot, hartree: -477.5964

CARTESIAN COORDINATES (ANGSTROEM)
C  -1.13407  1.12225  -0.13651
C  0.08059  0.56691  0.60976
O  0.71120  1.67140  1.28190
C  1.18294  -0.08414  -0.25645
C  0.82353  -0.55487  -1.66769
N  -0.14288  -1.63688  -1.73466
C  -0.44416  -0.46983  1.62661
O  -0.74788  -1.62801  1.37836
O  -0.59388  0.01278  2.87809
H  -1.73571  1.75251  0.53007
H  -1.79549  0.33451  -0.50832
H  -0.83354  1.75911  -0.97445
H  0.76633  2.41377  0.65697
H  1.62300  -0.93217  0.28796
H  2.01518  0.62547  -0.36544
H  0.48322  0.28775  -2.27925
H  1.74592  -0.91161  -2.14173
H  -0.00842  -2.28885  -0.95849
H  -1.09528  -1.29283  -1.63794
H  -0.90057  -0.74727  3.41119

=====

6.
DFT (ωB97M-V/def2-TZVPD) results for 2 unconnected molecules or ions with the total composition C5H11NO3.

Output
Multiplicity: 1
Kohn-Sham gap (alpha / beta), eV: 8.719 / 8.857
Energy relative to the best compared isomer or geometry (same formula, charge and spin), kJ/mol: 714.0
E_tot, hartree: -477.3535

CARTESIAN COORDINATES (ANGSTROEM)
C  1.88403  -0.84769  -3.25514
C  1.37809  -0.63409  -1.85833
C  0.94715  0.83856  -1.62240
C  0.18825  0.92349  -0.25567
C  -0.19265  2.35475  0.14217
O  -0.89447  0.27771  -0.72717
O  -0.64636  -0.86692  1.85171
N  -1.80015  -0.84423  2.21911
O  -2.51762  -1.17982  3.17919
H  2.20206  -1.87432  -3.36736
H  1.09803  -0.63158  -3.99438
H  2.73297  -0.17742  -3.45514
H  0.52435  -1.30822  -1.65615
H  2.13493  -0.88909  -1.10490
H  1.80797  1.54822  -1.72800
H  0.16798  1.07995  -2.36759
H  0.96474  0.58928  0.50419
H  0.61110  3.10760  0.12470
H  -1.00849  2.61691  -0.54003
H  -0.64200  2.27847  1.13324

=====

7.
DFT (ωB97M-V/def2-TZVPD) results for 2 unconnected molecules or ions with the total composition C5H11NO4.

Output
Multiplicity: 1
Kohn-Sham gap (alpha / beta), eV: 7.789 / 7.791
Energy relative to the best compared isomer or geometry (same formula, charge and spin), kJ/mol: 277.6
E_tot, hartree: -552.7732

CARTESIAN COORDINATES (ANGSTROEM)
C  0.48125  1.85138  -1.42031
C  0.05666  0.43722  -1.20935
N  0.62281  -0.52628  -1.95214
C  -0.90148  0.07797  -0.20327
O  -1.57511  -1.10972  -0.49763
O  -1.78133  1.07903  0.18975
H  -0.19749  2.32567  -2.13599
H  0.44935  2.38382  -0.46816
H  1.50956  1.90656  -1.78691
H  0.31967  -1.47092  -1.73003
H  1.57828  -0.38370  -2.25708
H  -2.08095  -1.30665  0.30676
H  -2.23278  1.44346  -0.58410
C  0.67795  -1.74101  1.48310
C  0.36944  -0.24894  1.42519
O  1.33894  0.55204  1.22948
O  -0.46665  0.03068  2.51413
H  1.41855  -1.89442  2.26814
H  1.09219  -2.07167  0.52933
H  -0.20465  -2.33581  1.73295
H  -0.47420  1.00131  2.56613

=====

8.
DFT (ωB97M-V/def2-TZVPD) results for a molecular structure, C5H11NO4P.

Output
Net charge: -1
Multiplicity: 1
Kohn-Sham gap, eV: 7.152
Energy relative to the best compared isomer or geometry (same formula, charge and spin), kJ/mol: 359.8
E_tot, hartree: -894.2253

CARTESIAN COORDINATES (ANGSTROEM)
C  2.37347  -1.51696  0.31749
C  1.02484  2.20439  0.77395
C  1.66048  1.10192  -0.08185
C  -4.45117  -0.65531  0.69112
C  1.34520  -0.28615  0.43669
N  0.28005  -1.15523  -1.96262
O  3.61141  -1.40650  0.40898
O  1.70028  -2.50423  -0.01403
O  -1.25663  -0.02077  -0.29394
O  -5.11284  -0.25763  -0.25683
P  -0.09465  -1.25436  -0.20379
H  0.02513  1.72635  0.85621
H  1.37951  2.36378  1.83337
H  0.94390  3.25843  0.21256
H  2.78613  1.19181  -0.17140
H  1.24038  1.19750  -1.14436
H  -3.58722  -0.11422  1.13884
H  -4.81411  -1.54087  1.34218
H  1.38239  -0.19141  1.56086
H  0.87843  -2.01450  -2.35564
H  -0.46164  -0.96790  -2.57442
H  -0.85334  0.84185  -0.51335